# C9H14

A cluster of 2 separate species, C9H14 in total (ωB97M-V with the def2-TZVPD basis set, the OMol25 dataset).

```
23
Properties=species:S:1:pos:R:3
C 2.6914 -1.0213 1.9465
C 2.0521 -0.3714 0.7443
C 1.6012 -1.2161 -0.3182
C 0.8316 -0.6646 -1.3211
C 0.5450 0.7145 -1.3036
C 0.9776 1.4829 -0.2392
C 1.9149 1.0074 0.6730
H 2.3816 -0.4740 2.8452
H 3.7757 -0.9099 2.0337
H 2.3481 -2.0410 2.0853
H 2.0191 -2.2087 -0.2204
H 0.6050 -1.3099 -2.1619
H -0.1622 1.0590 -2.0436
H 0.6212 2.5020 -0.3583
H 2.3974 1.5484 1.4773
C -3.3553 0.5165 -1.1133
C -2.7829 -0.0286 0.2244
H -3.1927 -0.2523 -1.8765
H -4.4396 0.6388 -1.0759
H -2.9177 1.4554 -1.4375
H -1.7124 -0.1096 0.0405
H -3.1442 -1.0300 0.4371
H -3.0547 0.7124 0.9622
```

Computed properties:
E_HOMO	-8.894	eV
energy above the lowest of the compared OMol25 structures with the same formula, charge and spin	79.9	kJ/mol
SMILES	Cc1ccccc1.CC
total energy	-9559.3532	eV